DFT (ωB97M-V/def2-TZVPD) results for a cluster of 14 separate species, C44H116O40S12 in total.

Computed properties:
E	-259422.54708	eV
frontier orbital gap	10.00	eV

Cartesian coordinates (Å):
C  0.64751  -4.41741  2.67213
O  -0.45791  -4.04861  3.48864
C  -1.05266  -5.14539  4.10209
C  -2.11418  -4.73490  5.05159
O  -1.59857  -3.89047  6.03746
C  -2.52606  -3.56094  7.09217
H  1.02902  -3.49098  2.19780
H  0.33471  -5.11837  1.91408
H  1.49930  -4.72175  3.24378
H  -0.39472  -5.89282  4.59973
H  -1.57700  -5.82577  3.35371
H  -2.40575  -5.70507  5.58036
H  -2.98183  -4.28800  4.57056
H  -3.56768  -3.38571  6.70711
H  -2.26629  -2.60810  7.48919
H  -2.47590  -4.30442  7.85681
C  -3.23377  2.04064  0.44743
O  -4.55041  2.42503  0.41789
C  -4.94392  2.86680  -0.82700
C  -5.06862  1.77257  -1.95194
O  -6.02289  0.82762  -1.53359
C  -6.59608  0.10932  -2.63428
H  -3.06769  1.17973  -0.20467
H  -3.01251  1.56526  1.46839
H  -2.57014  2.92768  0.35652
H  -4.30409  3.66420  -1.17438
H  -5.95186  3.26879  -0.74572
H  -4.10330  1.26594  -2.10371
H  -5.39960  2.28167  -2.85773
H  -7.37884  0.66080  -3.20909
H  -7.01252  -0.81427  -2.23226
H  -5.90026  -0.18001  -3.46674
O  -0.47337  0.74404  5.61238
S  -1.81449  0.39715  5.98477
O  -2.03485  -0.01362  7.33954
O  -2.61625  1.78797  5.69158
C  -4.02317  1.90390  6.06548
C  -4.35241  3.27566  6.44335
C  -2.51837  -0.73504  4.64800
H  -4.32276  1.16423  6.86880
H  -4.57943  1.57526  5.17067
H  -3.75704  3.98959  5.78298
H  -4.09341  3.58789  7.45461
H  -5.39484  3.55198  6.24833
H  -2.72249  0.03887  3.87770
H  -3.46103  -1.06657  4.97108
H  -1.71571  -1.44503  4.46370
O  6.19455  -1.04446  -1.31745
S  5.09808  -0.29148  -1.83501
O  3.83320  -0.94414  -1.95935
O  4.98493  0.94237  -0.89815
C  3.76863  1.32186  -0.25554
C  3.53203  0.56947  1.00405
C  5.59639  0.45588  -3.27143
H  2.90856  1.07361  -0.85642
H  3.75126  2.39475  -0.14505
H  2.55279  0.94103  1.39688
H  4.28071  0.88027  1.74685
H  3.49865  -0.49961  0.84623
H  4.78699  1.02330  -3.66278
H  5.76552  -0.42958  -3.90030
H  6.59206  0.84432  -3.00876
O  2.66994  3.36278  -2.71736
S  3.41540  4.34185  -3.40482
O  4.64000  4.06299  -4.04850
O  2.47247  4.94118  -4.48522
C  2.93463  5.84126  -5.50874
C  2.95394  4.93747  -6.71408
C  3.69567  5.67158  -2.27458
H  3.88808  6.17392  -5.10948
H  2.18142  6.65285  -5.51093
H  3.08561  5.47566  -7.62519
H  1.89557  4.43770  -6.67093
H  3.75530  4.15667  -6.59988
H  3.76881  6.58167  -2.95573
H  4.56691  5.46385  -1.71164
H  2.78211  5.81602  -1.65204
O  -2.77329  1.83346  -5.68577
S  -2.09983  1.96272  -4.42784
O  -2.56387  2.92804  -3.49151
O  -2.00468  0.57353  -3.63347
C  -2.23162  -0.65407  -4.34638
C  -2.43675  -1.76077  -3.26661
C  -0.39056  2.29598  -4.93800
H  -1.30179  -0.74378  -4.96013
H  -3.07958  -0.49056  -5.01908
H  -3.20630  -1.46183  -2.55609
H  -1.47378  -1.91360  -2.71891
H  -2.70024  -2.71806  -3.67748
H  -0.30572  2.18755  -5.99921
H  0.43799  1.73102  -4.43627
H  -0.26595  3.35084  -4.71530
O  -6.53867  -1.83820  2.93570
S  -5.91498  -0.52375  2.76730
O  -5.29988  0.14838  3.89385
O  -4.84298  -0.61744  1.63413
C  -4.98720  -1.56436  0.53702
C  -4.09320  -2.80587  0.83636
C  -7.09846  0.63827  2.01710
H  -4.72475  -0.96122  -0.33192
H  -6.02737  -1.94705  0.44008
H  -4.15304  -3.47173  -0.09459
H  -4.49808  -3.38696  1.67485
H  -3.04168  -2.53774  0.96091
H  -7.92539  0.85400  2.63334
H  -7.53821  0.27944  1.07482
H  -6.57012  1.60136  1.90810
O  -0.82350  -6.63308  -4.47382
S  0.27966  -5.73410  -4.34804
O  0.34272  -4.75844  -5.37355
O  -0.00623  -4.96685  -2.97163
C  -0.77263  -5.54164  -1.87611
C  -0.94455  -4.45546  -0.77559
C  1.78508  -6.50762  -4.04053
H  -0.12670  -6.35728  -1.52221
H  -1.74913  -5.88555  -2.27548
H  -1.67126  -3.69700  -1.01002
H  0.07142  -4.08360  -0.54451
H  -1.35905  -5.07805  0.05819
H  1.67457  -6.95075  -3.08154
H  2.61882  -5.78701  -4.05745
H  1.91023  -7.46948  -4.60790
O  2.76191  -2.39204  4.14086
S  2.75234  -3.22537  5.32369
O  2.70384  -4.67321  5.13998
O  3.98997  -2.94210  6.23449
C  4.76182  -3.88741  6.90119
C  5.71099  -4.80250  6.09467
C  1.36277  -2.73539  6.27275
H  4.03992  -4.41916  7.52115
H  5.21133  -3.17330  7.58258
H  6.40066  -4.20134  5.56709
H  5.13156  -5.31224  5.36399
H  6.19760  -5.56475  6.69207
H  1.65816  -1.96795  6.97407
H  1.01147  -3.57098  6.87666
H  0.60115  -2.42530  5.62092
O  2.06907  -5.60926  -0.93343
S  3.40848  -5.16413  -0.59013
O  4.33544  -6.07311  -0.00605
O  3.97237  -4.50237  -1.97462
C  5.42954  -4.09828  -1.92796
C  5.72366  -3.39487  -3.21492
C  3.24279  -3.64226  0.41711
H  6.07300  -4.96924  -1.73202
H  5.47553  -3.43438  -1.04523
H  5.73901  -4.09524  -4.04332
H  6.65738  -2.89001  -3.07018
H  4.97996  -2.62614  -3.38117
H  4.22826  -3.37556  0.71649
H  2.70260  -4.05797  1.28478
H  2.78446  -2.74924  0.02650
O  -0.10528  7.78754  -3.33179
S  -0.53535  6.89074  -2.34381
O  0.43003  6.12679  -1.58209
O  -1.36366  7.71420  -1.36671
C  -1.53601  7.47552  0.06716
C  -2.21846  6.20304  0.43004
C  -1.65807  5.77145  -3.07208
H  -2.10124  8.37334  0.41407
H  -0.53602  7.51247  0.50838
H  -1.71237  5.38032  -0.02528
H  -3.26974  6.19289  0.13600
H  -2.15505  5.97278  1.50638
H  -2.41180  6.25630  -3.72382
H  -1.94060  5.00889  -2.39111
H  -0.92568  5.24969  -3.73218
O  2.59617  5.38117  2.14107
S  1.65106  5.63810  3.22031
O  0.37155  6.34026  3.02121
O  1.46662  4.32668  4.06545
C  1.50006  3.12186  3.33599
C  0.12819  2.72798  2.75630
C  2.48560  6.64585  4.44466
H  1.79208  2.36447  4.04133
H  2.21791  3.17730  2.51379
H  -0.49269  3.62576  2.55156
H  -0.41959  2.17372  3.53830
H  0.22823  2.05103  1.92475
H  2.23845  7.63635  4.14851
H  3.56972  6.46492  4.48453
H  2.04507  6.34757  5.37861
O  3.47689  -1.17343  -4.90990
S  2.19230  -1.02617  -4.33719
O  1.86865  0.14583  -3.59176
O  1.07399  -1.06540  -5.50261
C  1.39118  -1.81935  -6.71177
C  0.12802  -1.74052  -7.54164
C  1.80679  -2.56308  -3.44426
H  1.70099  -2.84013  -6.52042
H  2.22447  -1.30691  -7.15655
H  0.22223  -2.43280  -8.33563
H  -0.05039  -0.72761  -8.05305
H  -0.76162  -2.08361  -6.91974
H  2.17047  -3.32424  -4.11640
H  0.75352  -2.58850  -3.20340
H  2.35836  -2.51438  -2.51909
O  -1.82520  -0.77142  -0.09939
S  -0.44110  -0.67381  0.21191
O  0.54448  -1.43654  -0.45718
O  -0.04589  0.83811  0.11451
C  -0.04760  1.45951  -1.19267
C  0.31788  2.97135  -1.06435
C  -0.18846  -0.78048  1.93861
H  -1.12692  1.46591  -1.57321
H  0.43827  0.85006  -1.98085
H  0.01970  3.41441  -2.03765
H  1.38708  3.00463  -1.00216
H  -0.20211  3.33378  -0.21563
H  0.88055  -0.69120  2.15843
H  -0.56381  -1.66469  2.43788
H  -0.68447  0.06072  2.39484